No. 1
Formula: C22H46BNO15S4
Source: the Open Molecules 2025 dataset
Level of theory: ωB97M-V/def2-TZVPD

Last column: Löwdin charge in e.
CARTESIAN COORDINATES (ANGSTROEM)
C  0.895  -2.485  5.321  -0.109
C  0.049  -1.449  4.548  -0.152
B  0.745  -0.871  3.236  -0.401
O  0.060  -0.894  2.041  0.132
C  2.216  -0.296  3.210  -0.009
C  2.774  0.053  4.350  0.066
C  4.190  0.563  4.290  -0.346
O  4.967  0.294  5.147  0.151
C  4.512  1.405  3.088  -0.168
C  5.425  2.586  3.290  -0.118
C  4.690  3.552  4.240  -0.267
N  5.564  4.625  4.767  0.011
C  3.949  1.076  1.951  0.065
C  3.030  -0.110  1.947  -0.343
O  2.918  -0.857  1.031  0.139
H  1.276  -3.267  4.664  0.081
H  0.270  -2.934  6.095  0.071
H  1.749  -2.053  5.842  0.059
H  -0.853  -1.968  4.207  0.100
H  -0.291  -0.648  5.214  0.105
H  -0.850  -0.603  2.203  0.119
H  2.253  -0.021  5.294  0.122
H  5.504  3.083  2.322  0.113
H  6.398  2.291  3.676  0.125
H  4.286  3.022  5.106  0.109
H  3.823  3.918  3.675  0.108
H  5.324  5.459  4.229  0.040
H  5.185  4.839  5.686  0.061
H  4.124  1.660  1.057  0.129
O  -3.513  -1.568  -2.844  -0.282
S  -2.782  -2.615  -2.201  0.572
O  -2.886  -2.852  -0.795  -0.269
O  -1.241  -2.465  -2.590  -0.267
C  -0.597  -1.203  -2.334  -0.246
C  -0.271  -1.018  -0.865  -0.082
C  -3.081  -4.132  -3.050  -0.109
H  -1.211  -0.383  -2.713  0.116
H  0.326  -1.210  -2.914  0.114
H  -1.179  -0.926  -0.271  0.062
H  0.323  -0.117  -0.715  0.085
H  0.282  -1.873  -0.481  0.087
H  -2.965  -3.970  -4.119  0.069
H  -4.099  -4.441  -2.821  0.075
H  -2.376  -4.877  -2.691  0.077
O  4.658  6.472  2.032  -0.283
S  3.852  7.560  1.564  0.574
O  3.120  8.378  2.478  -0.268
O  2.863  7.017  0.437  -0.260
C  2.024  5.893  0.759  -0.253
C  0.849  6.285  1.635  -0.072
C  4.822  8.599  0.525  -0.118
H  2.616  5.101  1.221  0.106
H  1.658  5.510  -0.192  0.122
H  1.181  6.596  2.625  0.071
H  0.169  5.441  1.755  0.082
H  0.305  7.121  1.196  0.086
H  5.353  7.981  -0.195  0.076
H  5.527  9.129  1.162  0.079
H  4.165  9.305  0.025  0.077
O  -9.107  -0.576  0.756  -0.277
S  -8.378  -1.776  1.031  0.569
O  -7.185  -1.750  1.818  -0.275
O  -8.079  -2.524  -0.345  -0.265
C  -7.416  -1.783  -1.390  -0.241
C  -5.930  -1.621  -1.135  -0.080
C  -9.473  -2.985  1.700  -0.125
H  -7.902  -0.815  -1.529  0.115
H  -7.568  -2.354  -2.305  0.121
H  -5.747  -0.984  -0.270  0.082
H  -5.447  -1.170  -1.992  0.057
H  -5.468  -2.585  -0.928  0.071
H  -10.365  -3.033  1.081  0.073
H  -9.728  -2.670  2.709  0.075
H  -8.962  -3.944  1.725  0.074
O  1.341  -6.132  -6.017  -0.270
S  0.848  -4.845  -5.634  0.574
O  -0.553  -4.566  -5.567  -0.279
O  1.549  -3.733  -6.539  -0.261
C  1.462  -3.872  -7.969  -0.255
C  0.098  -3.479  -8.502  -0.074
C  1.581  -4.381  -4.101  -0.111
H  1.726  -4.889  -8.264  0.116
H  2.221  -3.209  -8.382  0.121
H  -0.671  -4.176  -8.170  0.070
H  0.104  -3.475  -9.592  0.081
H  -0.184  -2.489  -8.144  0.085
H  2.653  -4.549  -4.158  0.077
H  1.140  -5.005  -3.326  0.081
H  1.359  -3.335  -3.908  0.060

Computed properties:
SMILES = CCB(O)C1=CC(=O)C(CCN)=CC1=O.CCOS(C)(=O)=O.CCOS(C)(=O)=O.CCOS(C)(=O)=O.CCOS(C)(=O)=O
orbital gap = 8.778 eV
electronic energy = -3666.7844 Ha



No. 2
Formula: C22H46F5O14P2S3
Source: the Open Molecules 2025 dataset
Level of theory: ωB97M-V/def2-TZVPD

Last column: Löwdin charge in e.
CARTESIAN COORDINATES (ANGSTROEM)
C  3.058  6.371  1.075  -0.088
C  1.763  5.639  0.741  -0.277
O  1.886  4.239  0.657  -0.129
C  2.444  3.633  1.798  -0.204
C  2.219  2.138  1.750  -0.204
O  2.548  1.635  0.464  -0.379
P  2.753  0.012  0.136  0.572
O  2.372  -0.499  1.701  -0.288
C  0.960  -0.269  -0.493  -0.288
O  0.170  0.854  -0.212  -0.182
C  -0.984  0.550  0.556  -0.273
C  -1.792  1.837  0.711  -0.049
P  5.001  0.341  0.783  0.194
O  5.043  0.199  2.402  -0.253
O  5.148  1.921  0.604  -0.236
S  6.441  -0.694  0.003  0.339
S  3.228  -2.261  -0.424  0.524
C  4.025  -3.037  0.997  -0.201
O  4.131  -2.452  -1.538  -0.430
O  1.923  -2.928  -0.481  -0.414
S  3.055  0.668  -2.191  0.678
O  2.819  -0.433  -3.101  -0.374
O  2.173  1.809  -2.259  -0.336
C  4.623  1.488  -2.952  -0.466
F  5.022  2.505  -2.182  0.096
F  4.116  2.006  -4.089  0.085
C  5.872  0.635  -3.355  -0.580
F  5.638  -0.660  -3.253  0.146
F  6.925  0.943  -2.594  0.114
F  6.224  0.894  -4.631  0.141
H  2.971  7.420  0.785  0.070
H  3.301  6.326  2.139  0.068
H  3.894  5.937  0.520  0.083
H  0.977  5.898  1.470  0.116
H  1.406  5.958  -0.239  0.118
H  3.514  3.869  1.888  0.120
H  1.949  4.005  2.711  0.133
H  1.175  1.902  1.973  0.122
H  2.837  1.677  2.529  0.113
H  1.887  -1.333  1.685  0.045
H  0.604  -1.131  0.071  0.073
H  0.924  -0.536  -1.550  0.088
H  -0.692  0.145  1.534  0.103
H  -1.576  -0.228  0.061  0.111
H  -1.204  2.665  0.311  0.079
H  -2.033  2.038  1.757  0.072
H  -2.740  1.785  0.174  0.045
H  5.536  -0.611  2.603  0.045
H  4.318  2.295  0.251  0.044
H  3.767  -2.558  1.941  0.041
H  5.095  -3.032  0.820  0.012
H  3.624  -4.052  0.971  0.057
C  -4.267  -3.000  3.191  -0.024
C  -2.910  -2.479  2.781  -0.493
O  -2.796  -1.481  2.112  0.079
C  -1.707  -3.268  3.242  -0.016
H  -5.036  -2.340  2.796  0.073
H  -4.420  -4.010  2.807  0.085
H  -4.350  -3.039  4.279  0.086
H  -1.760  -4.290  2.862  0.086
H  -1.688  -3.322  4.333  0.083
H  -0.798  -2.792  2.881  0.076
C  -8.980  -3.209  2.019  -0.027
C  -8.510  -2.537  3.288  -0.512
O  -8.045  -3.169  4.206  0.061
C  -8.646  -1.034  3.346  -0.025
H  -8.826  -4.282  2.094  0.080
H  -10.039  -3.000  1.854  0.082
H  -8.429  -2.817  1.162  0.085
H  -9.693  -0.747  3.228  0.082
H  -8.082  -0.574  2.533  0.086
H  -8.271  -0.669  4.299  0.081
C  -5.642  2.216  -2.426  -0.025
C  -5.333  2.939  -1.136  -0.505
O  -5.120  2.343  -0.108  0.062
C  -5.282  4.447  -1.205  -0.025
H  -5.641  1.143  -2.254  0.081
H  -6.615  2.531  -2.810  0.080
H  -4.894  2.465  -3.181  0.087
H  -6.242  4.841  -1.545  0.080
H  -4.523  4.761  -1.924  0.086
H  -5.044  4.851  -0.224  0.081
C  4.287  -5.104  -5.445  -0.030
C  2.844  -4.946  -5.012  -0.504
O  1.968  -5.616  -5.517  0.044
C  2.596  -3.930  -3.939  -0.022
H  4.363  -5.862  -6.222  0.072
H  4.668  -4.150  -5.815  0.082
H  4.902  -5.384  -4.588  0.082
H  2.933  -2.939  -4.251  0.085
H  3.154  -4.179  -3.037  0.071
H  1.536  -3.887  -3.698  0.088

Computed properties:
net charge = -1
orbital gap = 7.207 eV
electronic energy = -4295.9086 Ha



No. 3
Formula: C22H46F7N5O16PS2
Source: the Open Molecules 2025 dataset
Level of theory: ωB97M-V/def2-TZVPD

Last column: Löwdin charge in e.
CARTESIAN COORDINATES (ANGSTROEM)
P  -1.995  0.414  -0.904  0.157
F  -3.401  -0.351  -1.192  -0.181
F  -2.486  0.647  0.640  -0.191
F  -1.289  -0.951  -0.644  -0.131
F  -0.515  1.204  -0.702  -0.234
F  -1.630  0.370  -2.517  -0.218
F  -2.548  1.890  -1.245  -0.200
C  6.881  -2.720  -4.606  -0.019
C  5.757  -3.306  -5.425  -0.558
O  6.117  -4.042  -6.331  0.024
N  4.468  -3.102  -5.012  0.009
C  4.023  -2.022  -4.119  -0.077
H  7.734  -3.004  -5.223  0.077
H  7.009  -3.196  -3.634  0.087
H  6.833  -1.631  -4.580  0.078
H  3.810  -3.764  -5.396  0.133
H  4.064  -1.035  -4.579  0.084
H  4.570  -2.076  -3.177  0.080
H  2.982  -2.121  -3.811  0.083
C  -7.534  1.440  1.855  -0.007
C  -7.944  2.483  0.848  -0.591
O  -9.079  2.893  1.001  0.022
N  -7.180  2.768  -0.202  0.010
C  -7.569  3.547  -1.378  -0.058
H  -8.462  0.939  2.133  0.082
H  -7.080  1.939  2.711  0.080
H  -6.858  0.708  1.412  0.075
H  -6.224  2.449  -0.267  0.140
H  -6.956  3.178  -2.201  0.086
H  -7.419  4.605  -1.164  0.079
H  -8.641  3.446  -1.545  0.081
C  -2.432  4.163  -6.463  -0.009
C  -1.443  5.116  -5.939  -0.602
O  -0.868  5.894  -6.706  0.012
N  -1.162  5.066  -4.651  0.014
C  -0.244  6.033  -4.119  -0.079
H  -3.214  4.086  -5.708  0.081
H  -1.984  3.170  -6.512  0.090
H  -2.783  4.443  -7.456  0.088
H  -1.646  4.420  -4.045  0.149
H  -0.494  6.222  -3.075  0.085
H  -0.273  6.999  -4.623  0.082
H  0.786  5.698  -4.242  0.087
C  5.793  2.370  0.513  -0.003
C  6.509  2.885  1.774  -0.564
O  7.040  3.999  1.662  0.007
N  6.743  2.036  2.760  0.007
C  7.578  2.356  3.940  -0.053
H  5.113  3.165  0.208  0.080
H  5.198  1.482  0.729  0.069
H  6.564  2.255  -0.249  0.083
H  6.562  1.052  2.619  0.131
H  7.095  3.021  4.657  0.082
H  8.446  2.947  3.651  0.076
H  7.868  1.355  4.261  0.082
C  6.230  -3.734  4.945  -0.006
C  5.143  -3.201  4.055  -0.585
O  5.449  -2.561  3.023  -0.012
N  3.885  -3.487  4.327  0.032
C  2.884  -2.985  3.317  -0.048
H  5.888  -3.982  5.950  0.073
H  7.079  -3.060  5.061  0.083
H  6.509  -4.613  4.364  0.090
H  3.590  -4.099  5.074  0.138
H  2.674  -3.732  2.551  0.083
H  3.086  -2.013  2.866  0.083
H  1.932  -2.757  3.795  0.070
C  -3.802  -3.631  4.458  -0.020
C  -3.079  -4.257  5.604  -0.350
O  -4.002  -5.196  6.053  0.120
C  -4.766  -5.617  4.953  -0.474
O  -5.561  -6.574  4.914  0.120
O  -4.652  -4.724  3.971  0.082
F  -2.806  -3.402  6.636  0.060
H  -3.100  -3.334  3.679  0.144
H  -4.453  -2.802  4.735  0.149
H  -2.096  -4.648  5.343  0.169
C  -1.213  3.842  5.226  -0.176
C  0.240  3.490  4.738  -0.178
O  1.100  4.294  5.484  -0.206
S  0.361  5.391  6.534  0.735
O  0.720  6.771  6.318  -0.236
O  0.508  4.964  7.904  -0.247
O  -1.135  5.089  5.858  -0.210
H  -1.489  3.213  6.072  0.120
H  -1.996  3.774  4.470  0.137
H  0.318  3.893  3.729  0.126
H  0.523  2.439  4.680  0.133
C  -2.901  -4.093  -6.385  -0.171
C  -2.596  -4.900  -5.080  -0.165
O  -3.831  -5.466  -4.761  -0.212
S  -4.831  -5.716  -6.042  0.715
O  -6.170  -5.236  -5.756  -0.233
O  -4.605  -7.066  -6.546  -0.255
O  -3.991  -4.715  -7.022  -0.198
H  -1.993  -4.154  -6.986  0.125
H  -3.135  -3.035  -6.271  0.130
H  -2.132  -4.461  -4.197  0.141
H  -1.970  -5.743  -5.373  0.121

Computed properties:
net charge = -1
orbital gap = 9.033 eV
electronic energy = -4180.5508 Ha
energy relative to the best compared isomer or geometry (same formula, charge and spin) = 115.8 kcal per mole



No. 4
Formula: C22H46NO10P2
Source: the Open Molecules 2025 dataset
Level of theory: ωB97M-V/def2-TZVPD

Last column: Löwdin charge in e.
CARTESIAN COORDINATES (ANGSTROEM)
C  1.148  -1.151  -4.100  -0.049
C  0.588  -0.279  -5.230  -0.243
O  -0.287  0.708  -4.665  -0.161
C  0.024  2.015  -5.094  -0.207
C  -0.663  3.020  -4.182  -0.159
O  -2.023  2.722  -3.909  -0.131
C  -2.858  2.652  -5.038  -0.151
C  -3.540  1.302  -5.030  -0.122
C  -3.977  0.816  -3.792  0.065
C  -4.638  -0.403  -3.733  0.015
C  -4.837  -1.099  -4.898  -0.021
N  -4.386  -0.626  -6.062  0.115
C  -3.743  0.552  -6.155  0.033
H  0.442  -1.079  -3.274  0.054
H  1.148  -2.197  -4.406  0.076
H  2.140  -0.835  -3.788  0.080
H  1.384  0.171  -5.824  0.116
H  -0.007  -0.909  -5.900  0.111
H  1.095  2.235  -5.107  0.137
H  -0.350  2.145  -6.123  0.120
H  -0.157  2.964  -3.215  0.131
H  -0.511  4.048  -4.529  0.136
H  -2.370  2.879  -5.986  0.132
H  -3.651  3.402  -4.916  0.147
H  -3.774  1.416  -2.915  0.131
H  -4.995  -0.775  -2.784  0.133
H  -5.369  -2.040  -4.886  0.148
H  -4.563  -1.187  -6.885  0.185
H  -3.411  0.870  -7.133  0.157
O  -2.742  1.284  2.316  -0.212
P  -1.653  1.868  1.515  0.478
O  -0.731  0.675  0.950  -0.184
C  -1.291  -0.286  0.057  -0.266
C  -1.334  0.244  -1.364  -0.083
O  -0.641  2.481  2.630  -0.228
C  -1.099  2.858  3.936  -0.272
C  -0.632  1.856  4.970  -0.073
O  -1.268  2.957  0.408  -0.196
C  -1.392  4.368  0.712  -0.249
C  -0.014  4.982  0.722  -0.062
H  -2.287  -0.582  0.399  0.114
H  -0.650  -1.166  0.107  0.116
H  -2.038  1.075  -1.448  0.056
H  -1.639  -0.540  -2.062  0.074
H  -0.357  0.621  -1.664  0.082
H  -2.183  2.963  3.957  0.107
H  -0.671  3.841  4.148  0.119
H  -0.992  0.854  4.740  0.083
H  -0.989  2.137  5.962  0.085
H  0.454  1.811  4.995  0.067
H  -1.906  4.525  1.661  0.115
H  -2.002  4.817  -0.073  0.116
H  0.602  4.540  1.503  0.079
H  -0.076  6.058  0.888  0.085
H  0.491  4.799  -0.228  0.078
O  2.409  -2.298  5.682  -0.216
P  3.023  -3.028  4.560  0.477
O  4.587  -2.687  4.498  -0.181
C  5.437  -3.060  5.593  -0.270
C  5.842  -4.519  5.517  -0.080
O  2.512  -2.193  3.251  -0.215
C  1.315  -1.412  3.296  -0.281
C  1.641  0.062  3.337  -0.067
O  3.082  -4.421  3.776  -0.188
C  1.909  -4.915  3.097  -0.254
C  2.178  -4.921  1.611  -0.069
H  4.942  -2.839  6.542  0.112
H  6.319  -2.425  5.524  0.118
H  4.981  -5.173  5.671  0.069
H  6.588  -4.749  6.278  0.079
H  6.253  -4.751  4.534  0.082
H  0.692  -1.695  4.146  0.109
H  0.750  -1.643  2.387  0.106
H  2.263  0.303  4.201  0.089
H  0.737  0.651  3.375  0.021
H  2.204  0.349  2.447  0.088
H  1.028  -4.318  3.339  0.113
H  1.729  -5.930  3.453  0.120
H  2.358  -3.910  1.247  0.073
H  1.332  -5.347  1.070  0.079
H  3.070  -5.507  1.390  0.082

Computed properties:
net charge = +1
orbital gap = 7.001 eV
electronic energy = -2355.6063 Ha